Entry 1:
Density functional theory data (wB97M-V/def2-TZVPD) for CHCl3F2V2 as an isolated structure at a distorted geometry.

XYZ file:
```
9
Properties=species:S:1:pos:R:3:forces:R:3:mulliken_spin:R:1
V -18.173558 -19.591811 -26.629143 1.8 2.3 0.9 3.000
V -15.549415 -18.677204 -24.912403 -2.1 0.6 -1.0 2.992
F -17.733623 -18.389748 -24.805822 1.4 -1.9 -1.8 0.003
F -16.093289 -18.783009 -27.007719 -1.4 -1.2 2.3 0.004
C -18.720017 -20.183986 -22.144107 -0.7 0.0 0.5 0.000
Cl -16.958729 -20.467621 -21.999158 0.4 0.2 -0.4 0.001
Cl -19.164103 -18.604720 -21.494128 0.2 -0.4 -0.2 0.000
Cl -19.605754 -21.504009 -21.368352 0.4 0.4 -0.2 0.000
H -18.964843 -20.198401 -23.197197 0.0 0.0 0.0 -0.001
```
Positions in Å, forces in eV/Å.

Maximum force: 3.03 eV/A
<S²>: 12.007
Charge: +2
Multiplicity: 7
ΔE to the lowest compared entry with this formula, charge and spin: 15.7 kcal/mol
Calculated total energy: -95410.0612 eV
HOMO (spin up / spin down): -0.620 / -0.620 Eh

***

Entry 2:
Density functional theory data (wB97M-V/def2-TZVPD) for a 2-piece molecular cluster, C2H2Cl2NOP overall at a distorted geometry.

XYZ file:
```
9
Properties=species:S:1:pos:R:3:forces:R:3:nbo_charge:R:1
Cl 2.779007 0.878509 0.470378 -0.2 -0.3 0.3 0.039
C 1.557584 0.222145 -0.561910 -0.3 1.0 0.6 -0.270
N 1.981020 -0.250687 -1.740376 -1.8 -0.5 -1.5 -0.490
C 0.879993 -0.491467 -2.478203 2.9 0.8 0.5 0.383
O -0.257601 -0.288504 -1.883234 -1.4 0.1 -1.1 -0.657
P -0.167933 0.422389 -0.368785 1.4 -0.6 0.1 0.788
H 0.993189 -0.588010 -3.581678 -0.7 -0.5 1.1 0.206
Cl -0.115678 0.407193 3.688072 0.4 -0.7 -0.7 -0.276
H 0.348412 -0.489043 2.841511 -0.4 0.7 0.7 0.277
```
Positions in Å, forces in eV/Å.

SMILES string: Clc1ncop1.Cl
Maximum force: 3.04 eV/A
Charge: 0
Multiplicity: 1
ΔE to the lowest compared entry with this formula, charge and spin: 37.9 kcal/mol
Calculated total energy: -39977.0997 eV
HOMO: -0.336 Eh

***

Entry 3:
Density functional theory data (wB97M-V/def2-TZVPD) for an isolated ion of composition C3H6Cl4N2OP and charge +1 at a distorted geometry.

XYZ file:
```
17
Properties=species:S:1:pos:R:3:forces:R:3:nbo_charge:R:1
N -1.511719 0.342907 -0.221589 1.5 0.8 -3.8 -0.714
C -0.715867 0.279413 0.745238 1.3 -2.6 4.4 0.753
C 0.737314 -0.174605 0.492233 -2.4 3.4 -0.9 -0.495
C 0.945389 -0.788919 -0.834614 0.6 1.9 -0.7 -0.361
Cl 0.622318 0.282909 -2.231350 0.2 0.9 -0.6 -0.034
O -1.110963 0.321916 2.030410 -0.5 0.1 -2.0 -0.718
P -2.897358 0.224076 2.715067 2.2 -1.7 -1.2 1.660
Cl -3.802288 1.609377 1.709782 -0.3 0.6 -0.1 -0.106
Cl -2.159593 0.863845 4.405056 -0.6 -0.1 0.4 -0.079
N -3.532189 -1.147920 2.312774 0.3 0.3 1.2 -0.982
Cl -3.221712 -2.597595 3.248409 0.0 1.1 -0.6 0.186
H -1.134480 0.449751 -1.209622 -0.4 -0.4 1.3 0.441
H -2.452485 0.277883 -0.120687 -3.5 0.2 0.5 0.421
H 1.218423 0.764989 0.619189 1.4 0.7 0.0 0.260
H 1.075912 -0.815082 1.211121 0.5 -1.6 2.3 0.271
H 1.998121 -0.964486 -0.971870 0.0 -1.3 0.1 0.268
H 0.167418 -1.460959 -0.988106 -0.3 -2.4 -0.2 0.230
```
Positions in Å, forces in eV/Å.

SMILES string: [NH2+]=C(CCCl)OP(Cl)(Cl)=NCl
Maximum force: 5.26 eV/A
Charge: +1
Multiplicity: 1
ΔE to the lowest compared entry with this formula, charge and spin: 13.1 kcal/mol
Calculated total energy: -67606.9859 eV
HOMO: -0.497 Eh